# 1
{
  "formula": "C19H58BBrNO25P6",
  "method": "wB97M-V/def2-TZVPD",
  "lumo_energy_ev": -2.24,
  "charge": -1,
  "spin_multiplicity": 1,
  "e_tot_ha": -7340.81104,
  "homo_ev": -2.961,
  "homo_lumo_gap_ev": 0.717,
  "elements": ["C", "B", "O", "N", "Br", "H", "H", "H", "H", "C", "O", "P", "O", "O", "C", "O", "C", "H", "H", "H", "H", "H", "H", "H", "H", "H", "C", "O", "P", "O", "O", "C", "O", "C", "H", "H", "H", "H", "H", "H", "H", "H", "H", "C", "O", "P", "O", "O", "C", "O", "C", "H", "H", "H", "H", "H", "H", "H", "H", "H", "C", "O", "P", "O", "O", "C", "O", "C", "H", "H", "H", "H", "H", "H", "H", "H", "H", "C", "O", "P", "O", "O", "C", "O", "C", "H", "H", "H", "H", "H", "H", "H", "H", "H", "C", "O", "P", "O", "O", "C", "O", "C", "H", "H", "H", "H", "H", "H", "H", "H", "H"],
  "coordinates": [[-4.654, -6.095, 7.238], [-3.745, -7.420, 6.756], [-2.529, -7.104, 5.974], [-4.189, -8.824, 7.174], [-5.468, -9.528, 6.000], [-4.235, -5.666, 8.256], [-5.776, -6.417, 7.321], [-4.538, -5.214, 6.442], [-2.524, -7.606, 5.106], [-1.011, -5.047, 5.515], [0.024, -4.120, 5.813], [-0.377, -2.451, 6.026], [-1.462, -2.813, 7.046], [-1.037, -2.406, 4.514], [-0.193, -2.663, 3.410], [-0.778, -0.782, 6.239], [0.163, 0.116, 5.687], [-1.022, -5.822, 6.285], [-1.998, -4.582, 5.454], [-0.786, -5.516, 4.554], [-0.629, -3.472, 2.817], [0.815, -2.952, 3.717], [-0.127, -1.766, 2.789], [0.131, 0.073, 4.596], [1.168, -0.131, 6.040], [-0.087, 1.130, 6.009], [-1.981, 1.253, 2.147], [-2.082, 0.512, 0.939], [-0.693, 0.375, -0.083], [0.160, -0.105, 1.095], [-0.601, 2.020, -0.195], [-1.687, 2.710, -0.781], [0.696, 0.239, -1.105], [0.409, 0.316, -2.487], [-2.240, 0.600, 2.983], [-0.986, 1.674, 2.310], [-2.704, 2.072, 2.110], [-2.033, 3.476, -0.081], [-2.520, 2.045, -1.022], [-1.350, 3.198, -1.700], [0.103, 1.330, -2.754], [-0.384, -0.392, -2.745], [1.311, 0.059, -3.048], [1.328, 5.048, -5.444], [2.267, 4.627, -4.466], [2.039, 5.108, -2.820], [0.598, 4.590, -2.838], [2.059, 6.696, -3.271], [3.235, 7.205, -3.867], [1.812, 5.590, -1.174], [3.006, 5.928, -0.498], [0.904, 4.165, -5.929], [0.521, 5.657, -5.031], [1.857, 5.636, -6.199], [2.972, 7.660, -4.827], [3.985, 6.429, -4.034], [3.665, 7.974, -3.219], [3.412, 6.862, -0.892], [3.740, 5.126, -0.612], [2.785, 6.059, 0.564], [-0.230, -9.851, 5.211], [0.731, -9.438, 4.249], [0.257, -9.303, 2.591], [-0.937, -8.422, 2.976], [-0.208, -10.887, 2.584], [0.777, -11.871, 2.827], [-0.218, -9.167, 0.933], [0.758, -9.610, 0.013], [-0.315, -9.077, 5.978], [-1.214, -10.043, 4.779], [0.129, -10.768, 5.684], [0.444, -12.503, 3.656], [1.747, -11.435, 3.080], [0.895, -12.493, 1.935], [0.867, -10.696, 0.068], [1.717, -9.129, 0.224], [0.440, -9.338, -0.997], [-2.057, -3.530, -6.237], [-0.751, -3.138, -6.636], [-0.314, -1.466, -6.558], [-0.777, -1.385, -5.099], [-1.572, -1.080, -7.556], [-1.574, -1.618, -8.863], [0.122, 0.207, -6.480], [0.914, 0.650, -7.562], [-1.973, -4.263, -5.431], [-2.673, -2.692, -5.904], [-2.548, -4.007, -7.089], [-2.521, -2.142, -9.024], [-0.750, -2.316, -9.026], [-1.494, -0.804, -9.589], [0.323, 0.674, -8.480], [1.775, -0.011, -7.692], [1.272, 1.660, -7.346], [0.714, 8.481, -0.614], [1.745, 9.219, -1.254], [2.597, 10.427, -0.355], [2.892, 9.424, 0.765], [1.177, 11.206, -0.037], [0.434, 11.711, -1.128], [3.448, 11.635, 0.544], [3.745, 12.804, -0.192], [0.958, 7.417, -0.668], [0.567, 8.766, 0.430], [-0.219, 8.650, -1.158], [-0.583, 11.311, -1.075], [0.873, 11.439, -2.091], [0.388, 12.802, -1.059], [2.830, 13.363, -0.400], [4.240, 12.540, -1.131], [4.416, 13.432, 0.399]],
  "lowdin_charge": [-0.08, -0.71, -0.05, -0.47, 0.44, 0.07, 0.05, 0.07, 0.10, -0.14, -0.33, 0.77, -0.26, -0.27, -0.13, -0.27, -0.17, 0.08, 0.08, 0.09, 0.09, 0.08, 0.05, 0.07, 0.07, 0.08, -0.14, -0.33, 0.80, -0.27, -0.27, -0.14, -0.25, -0.15, 0.09, 0.08, 0.08, 0.09, 0.08, 0.07, 0.08, 0.06, 0.09, -0.14, -0.34, 0.80, -0.26, -0.27, -0.14, -0.28, -0.15, 0.08, 0.09, 0.08, 0.09, 0.08, 0.08, 0.07, 0.08, 0.10, -0.14, -0.35, 0.75, -0.27, -0.27, -0.15, -0.27, -0.17, 0.09, 0.09, 0.08, 0.09, 0.08, 0.08, 0.07, 0.07, 0.08, -0.14, -0.34, 0.77, -0.26, -0.27, -0.14, -0.26, -0.16, 0.09, 0.08, 0.08, 0.09, 0.08, 0.08, 0.07, 0.08, 0.08, -0.12, -0.35, 0.77, -0.26, -0.27, -0.14, -0.26, -0.16, 0.07, 0.09, 0.09, 0.09, 0.08, 0.08, 0.07, 0.08, 0.09]
}

# 2
{
  "formula": "C19H59N3O10",
  "method": "wB97M-V/def2-TZVPD",
  "lumo_energy_ev": 0.63,
  "charge": 0,
  "spin_multiplicity": 1,
  "de_lowest_kj_mol": 47.2,
  "e_tot_ha": -1675.75220,
  "homo_ev": -9.024,
  "homo_lumo_gap_ev": 9.653,
  "elements": ["C", "O", "C", "C", "C", "N", "H", "H", "H", "H", "H", "H", "H", "H", "H", "H", "H", "C", "O", "C", "C", "C", "N", "H", "H", "H", "H", "H", "H", "H", "H", "H", "H", "H", "C", "O", "C", "C", "C", "N", "H", "H", "H", "H", "H", "H", "H", "H", "H", "H", "H", "O", "C", "C", "O", "H", "H", "H", "H", "H", "H", "C", "O", "H", "H", "H", "H", "C", "O", "H", "H", "H", "H", "C", "O", "H", "H", "H", "H", "C", "O", "H", "H", "H", "H", "C", "O", "H", "H", "H", "H"],
  "coordinates": [[0.784, -14.227, 17.027], [1.824, -14.212, 16.128], [2.939, -13.418, 16.438], [3.741, -13.250, 15.136], [5.067, -12.589, 15.522], [3.103, -12.444, 14.096], [0.507, -13.187, 17.448], [0.915, -14.772, 18.005], [-0.221, -14.609, 16.495], [2.693, -12.434, 16.769], [3.570, -13.937, 17.212], [3.899, -14.230, 14.717], [5.327, -12.828, 16.576], [4.921, -11.532, 15.379], [5.859, -12.878, 14.898], [2.110, -12.695, 14.023], [3.140, -11.486, 14.381], [0.309, -8.009, 14.897], [-0.666, -8.971, 15.148], [-0.407, -9.612, 16.396], [-1.528, -10.655, 16.553], [-2.865, -9.968, 16.910], [-1.145, -11.729, 17.484], [0.153, -7.677, 13.857], [1.283, -8.368, 15.050], [0.295, -7.083, 15.529], [0.607, -10.098, 16.449], [-0.495, -8.802, 17.136], [-1.621, -11.088, 15.533], [-2.642, -9.039, 17.485], [-3.498, -10.578, 17.543], [-3.307, -9.580, 16.017], [-1.571, -11.599, 18.398], [-1.438, -12.628, 17.024], [5.355, -10.501, 20.980], [3.977, -10.450, 21.180], [3.334, -11.685, 21.292], [2.730, -12.160, 19.991], [1.402, -11.403, 19.687], [2.402, -13.564, 20.231], [5.825, -9.429, 20.819], [5.641, -11.259, 20.225], [5.865, -10.881, 21.869], [3.918, -12.349, 21.911], [2.538, -11.403, 22.076], [3.441, -11.919, 19.211], [0.882, -11.893, 18.912], [1.732, -10.371, 19.356], [0.714, -11.322, 20.553], [2.083, -13.939, 19.393], [3.269, -14.054, 20.357], [4.522, -14.009, 11.686], [4.823, -13.079, 10.642], [5.974, -12.176, 11.145], [5.705, -11.232, 12.173], [3.908, -13.629, 12.379], [5.266, -13.707, 9.875], [3.914, -12.518, 10.279], [6.441, -11.596, 10.360], [6.745, -12.820, 11.552], [4.993, -11.493, 12.745], [3.624, -6.166, 14.067], [3.573, -7.575, 14.195], [4.429, -5.651, 14.541], [3.573, -5.925, 13.030], [2.702, -5.748, 14.605], [4.344, -7.969, 13.704], [-0.313, -14.180, 13.331], [-0.781, -13.256, 14.288], [0.722, -13.869, 13.033], [-0.402, -15.196, 13.655], [-1.020, -14.126, 12.490], [-0.393, -12.380, 14.095], [0.798, -10.711, 12.103], [0.351, -11.007, 13.493], [0.594, -9.681, 11.749], [1.882, -10.832, 12.055], [0.407, -11.530, 11.502], [-0.143, -10.289, 13.850], [5.838, -8.421, 17.277], [4.976, -9.079, 16.379], [6.862, -8.691, 17.213], [5.680, -7.323, 17.160], [5.486, -8.715, 18.296], [4.700, -8.477, 15.700], [7.501, -8.635, 13.696], [6.150, -8.843, 13.423], [7.810, -7.601, 13.747], [7.795, -8.948, 14.674], [8.121, -9.088, 12.934], [6.035, -9.734, 13.031]],
  "lowdin_charge": [-0.16, -0.18, -0.20, -0.40, -0.03, 0.07, 0.06, 0.08, 0.13, 0.12, 0.14, 0.13, 0.09, 0.06, 0.06, 0.06, 0.07, -0.13, -0.22, -0.18, -0.40, -0.04, 0.03, 0.10, 0.05, 0.10, 0.14, 0.12, 0.13, 0.08, 0.07, 0.07, 0.08, 0.09, -0.14, -0.20, -0.24, -0.42, -0.05, 0.07, 0.12, 0.09, 0.07, 0.11, 0.15, 0.12, 0.00, 0.10, 0.09, 0.00, 0.07, -0.11, -0.22, -0.21, -0.09, 0.06, 0.11, 0.13, 0.12, 0.11, 0.05, -0.15, -0.16, 0.06, 0.07, 0.10, 0.07, -0.15, -0.17, 0.08, 0.07, 0.08, 0.01, -0.05, -0.15, 0.09, 0.06, 0.08, 0.02, -0.15, -0.13, 0.05, 0.09, 0.07, 0.01, -0.15, -0.13, 0.08, 0.06, 0.08, 0.04]
}